Record 1
Below is an isolated molecule of C26H21ClN2O5 in a non-equilibrium geometry, with properties calculated with wB97M-V/def2-TZVPD.

Positions of all 55 atoms, in Å:
C  -1.6044  4.1597  1.8002
C  -0.1846  4.3048  1.2621
O  0.7653  3.5621  2.0035
C  0.8591  2.2223  1.8332
C  0.1404  1.4700  0.9300
C  0.3309  0.0823  0.8182
C  -0.4065  -0.7385  -0.0947
C  -1.4547  -0.4328  -0.9038
C  -2.0759  0.8191  -1.0050
N  -2.6541  1.8059  -1.1453
C  -2.0099  -1.5436  -1.7459
O  -1.5334  -2.6571  -1.7174
N  -3.0732  -1.1675  -2.5164
C  -3.8239  -1.9380  -3.4031
C  -4.8826  -1.3092  -4.0619
C  -5.6704  -2.0100  -4.9550
C  -5.4198  -3.3463  -5.2091
C  -4.3653  -3.9781  -4.5556
C  -4.0587  -5.4064  -4.7966
O  -3.1653  -6.0212  -4.2723
O  -4.8891  -5.9858  -5.6823
C  -3.5667  -3.2804  -3.6542
C  1.2818  -0.5263  1.6402
C  2.0083  0.2125  2.5530
C  1.8140  1.5819  2.6689
O  2.4595  2.4014  3.5247
C  3.4946  1.8962  4.3396
C  4.6826  1.3357  3.5930
C  5.2537  0.1348  3.9999
C  6.3480  -0.3985  3.3450
C  6.8882  0.2649  2.2561
C  6.3412  1.4635  1.8385
C  5.2508  1.9993  2.5084
Cl  4.6180  3.5171  1.9740
H  -1.6283  4.4282  2.8534
H  -1.9644  3.1398  1.6934
H  -2.2682  4.8201  1.2498
H  0.1482  5.3407  1.3715
H  -0.1425  4.0385  0.1990
H  -0.5737  1.9446  0.2806
H  -0.0975  -1.7775  -0.1496
H  -3.3732  -0.2028  -2.4397
H  -5.0835  -0.2647  -3.8675
H  -6.4850  -1.5084  -5.4552
H  -6.0293  -3.9004  -5.9042
H  -4.6388  -6.9155  -5.7975
H  -2.7566  -3.7925  -3.1608
H  1.4461  -1.5906  1.5689
H  2.7351  -0.2872  3.1719
H  3.8120  2.7661  4.9261
H  3.1021  1.1368  5.0297
H  4.8314  -0.3855  4.8481
H  6.7741  -1.3312  3.6810
H  7.7373  -0.1477  1.7335
H  6.7569  1.9956  0.9977

## Properties
Largest force on an atom: 1.43 eV/Å
Spin multiplicity: 1
Molar mass: 476.916 g mol⁻¹
HOMO: -8.20 eV
Gap between HOMO and LUMO: 7.583 eV
E_LUMO: -0.6 eV
Structure (SMILES): CCOc1cc(/C=C(\C#N)C(=O)Nc2cccc(C(=O)O)c2)ccc1OCc1ccccc1Cl

Record 2
Below is a structure of composition C26H21CoN3O4S2, with properties calculated with wB97M-V/def2-TZVPD.

Positions of all 57 atoms, in Å:
Co  -0.0910  0.5473  -0.1930
C  4.8859  -0.0329  2.7208
O  3.6980  -0.2022  1.9928
C  2.6317  -0.7489  2.6565
C  2.6908  -1.1924  3.9616
C  1.5629  -1.7468  4.5810
C  0.3879  -1.8281  3.8702
C  0.3024  -1.3692  2.5490
C  -0.9921  -1.5009  1.8778
N  -1.2044  -1.0026  0.7266
N  -2.4388  -1.2158  0.1316
C  -2.3492  -0.7864  -1.1111
O  -1.3159  -0.3094  -1.6777
C  -3.6124  -0.8708  -1.9225
C  -4.7768  -1.4362  -1.4072
C  -5.9346  -1.4671  -2.1679
C  -5.9437  -0.9306  -3.4509
C  -4.7860  -0.3673  -3.9672
C  -3.6248  -0.3387  -3.2059
C  1.4321  -0.8244  1.8822
O  1.4469  -0.4484  0.6424
H  5.5805  0.4810  2.0588
H  5.3197  -0.9950  3.0188
H  4.7290  0.5734  3.6189
H  3.6121  -1.1106  4.5226
H  1.6216  -2.0904  5.6059
H  -0.5002  -2.2536  4.3265
H  -1.7838  -2.0619  2.3792
H  -4.7484  -1.8404  -0.4045
H  -6.8353  -1.9099  -1.7590
H  -6.8512  -0.9493  -4.0429
H  -4.7848  0.0531  -4.9659
H  -2.7086  0.0978  -3.5813
O  -1.6605  1.8498  0.1628
N  -1.5874  3.0562  -0.3579
C  -2.6730  3.8465  -0.1738
C  -2.7266  5.1243  -0.6507
C  -1.6155  5.6171  -1.3454
C  -0.5318  4.8039  -1.5294
C  -0.4900  3.4754  -1.0502
S  0.8404  2.4457  -1.2993
H  -3.4594  3.3528  0.3757
H  -3.6150  5.7158  -0.4855
H  -1.6083  6.6274  -1.7335
H  0.3445  5.1467  -2.0614
S  0.3452  2.3409  2.5639
C  1.2011  2.0864  4.0246
C  0.5858  1.4777  5.1322
C  1.2675  1.3416  6.3285
C  2.5730  1.8001  6.4407
C  3.2091  2.3883  5.3494
C  2.5357  2.5239  4.1528
H  -0.4273  1.1155  5.0201
H  0.7840  0.8683  7.1736
H  3.1035  1.6912  7.3790
H  4.2317  2.7339  5.4392
H  3.0107  2.9643  3.2855

## Properties
Largest force on an atom: 0.91 eV/Å
Spin multiplicity: 5
Molar mass: 562.538 g mol⁻¹
HOMO (spin up / spin down): -4.04 / -4.06 eV
Gap between HOMO and LUMO (spin up / spin down): 6.663 / 4.693 eV
⟨S²⟩: 6.032
Charge: -1
E_LUMO (spin up / spin down): 2.6 / 0.6 eV

Looking at ΔE to the lowest compared entry with this formula, charge and spin for the records above, in order, we have 13.53; 5.07 kJ/mol.